1:
{"formula": "CH4INS", "method": "ωB97M-V with the def2-TZVPD basis set", "symbols": ["S", "N", "C", "I", "H", "H", "H", "H"], "xyz": [[-0.8451, -1.8653, -0.1805], [-0.7816, -0.2276, 0.0847], [0.5045, 0.5712, -0.4841], [2.4331, 0.0959, 0.3321], [0.0666, -2.2980, 0.5445], [-1.0480, 0.2459, 0.9725], [0.1435, 1.6439, -0.4535], [0.5343, 0.1804, -1.5025]], "mulliken_charge": [-0.089, -0.363, -0.718, 0.055, 0.085, 0.278, 0.403, 0.349], "smiles": "SNCI", "homo_lumo_gap_ev": 9.759, "e_lumo_ev": 0.3265, "molar_mass_g_mol": 189.02, "e_homo_ha": -0.3466}



2:
{"formula": "CH4INS", "method": "ωB97M-V with the def2-TZVPD basis set", "symbols": ["C", "N", "S", "I", "H", "H", "H", "H"], "xyz": [[-0.1586, 0.1604, 0.5511], [-1.0276, -1.0142, 0.3021], [-0.3048, -2.0839, -1.0072], [-3.0256, -0.4232, -0.1503], [-0.3081, 0.6898, 1.4447], [0.7996, -0.0971, 0.7535], [-0.1703, 0.9000, -0.3128], [0.0891, -0.9013, -1.8310]], "mulliken_charge": [-0.899, -0.404, -0.081, 0.120, 0.366, 0.396, 0.344, 0.157], "smiles": "CN(S)I", "homo_lumo_gap_ev": 8.390, "e_lumo_ev": -0.7017, "molar_mass_g_mol": 189.02, "e_homo_ha": -0.3341}



3:
{"formula": "CH4INS", "method": "ωB97M-V with the def2-TZVPD basis set", "symbols": ["C", "N", "S", "H", "H", "H", "I", "H"], "xyz": [[-1.5639, 0.3403, 0.1565], [-0.5476, -0.6723, 0.2688], [-0.3944, -1.9062, -0.6600], [-0.9316, 1.3122, -0.0545], [-2.2661, 0.2531, -0.6852], [-1.9585, 0.3703, 1.1041], [3.6809, -0.4975, -0.4789], [3.9812, 0.8002, 0.3492]], "mulliken_charge": [-0.531, -0.189, -0.045, 0.210, 0.286, 0.277, -0.091, 0.084], "smiles": "CN=S.I", "homo_lumo_gap_ev": 7.318, "e_lumo_ev": -0.9527, "molar_mass_g_mol": 189.02, "e_homo_ha": -0.3039}



Going by the energies, 1 is most stable and the next is 81.9 kJ/mol up.



1:
{"formula": "C4H13NO", "method": "ωB97M-V with the def2-TZVPD basis set", "symbols": ["C", "C", "O", "C", "C", "H", "H", "H", "H", "H", "H", "H", "H", "H", "H", "N", "H", "H", "H"], "xyz": [[-0.4470, -2.4986, 2.0353], [-0.1724, -1.9368, 0.6628], [-1.0745, -0.8789, 0.3829], [-0.5492, 0.2016, -0.3416], [-0.5940, 1.4985, 0.4791], [-0.7164, -1.7369, 2.7523], [-1.2382, -3.2410, 2.0495], [0.4601, -2.9916, 2.4034], [-0.3023, -2.7051, -0.0975], [0.8516, -1.5423, 0.6397], [-1.0507, 0.3437, -1.3014], [0.4913, -0.0188, -0.6156], [0.2591, 2.1459, 0.2400], [-0.4619, 1.1597, 1.5147], [-1.4796, 2.1231, 0.4493], [1.3493, 2.3474, -2.8040], [0.8445, 3.1269, -3.1902], [1.7050, 2.5527, -1.8809], [2.1254, 2.0506, -3.3780]], "mulliken_charge": [-1.136, -0.169, -0.348, -0.275, -0.890, 0.312, 0.275, 0.344, 0.262, 0.297, 0.286, 0.266, 0.225, 0.269, 0.267, -0.609, 0.208, 0.203, 0.212], "smiles": "CCOCC.N", "homo_lumo_gap_ev": 10.455, "e_lumo_ev": 1.0304, "molar_mass_g_mol": 91.15, "e_homo_ha": -0.3464}



2:
{"formula": "C4H13NO", "method": "ωB97M-V with the def2-TZVPD basis set", "symbols": ["C", "N", "C", "C", "C", "H", "H", "H", "H", "H", "H", "H", "H", "H", "H", "H", "H", "H", "O"], "xyz": [[0.3607, 1.1907, 0.5205], [0.1837, 0.0438, 1.3084], [0.4586, -1.2906, 0.7268], [-0.7618, -1.9246, 0.1161], [-0.8279, 1.6833, -0.3121], [0.7955, 2.0114, 1.0853], [1.1451, 0.7519, -0.2487], [-0.5547, 0.1072, 1.9970], [1.8046, 1.1910, -0.7323], [0.9706, -1.8911, 1.4718], [-1.5979, -2.1682, 0.7814], [-0.9907, -1.2287, -0.6782], [-0.5637, -2.8797, -0.4482], [-0.8399, 2.7823, -0.4866], [-1.6861, 1.5419, 0.3781], [-0.8484, 1.0481, -1.2132], [1.1718, -0.9519, -0.0411], [1.1020, 0.3529, -2.3556], [0.6785, -0.3699, -1.8694]], "mulliken_charge": [0.359, -0.264, -0.506, -0.875, -0.897, 0.510, -0.994, 0.226, 0.566, 0.326, 0.329, 0.176, 0.296, 0.362, 0.279, 0.281, 0.463, 0.164, -0.799], "homo_lumo_gap_ev": 6.427, "e_lumo_ev": -2.0069, "molar_mass_g_mol": 91.15, "e_homo_ha": -0.3099}



Going by the energies, 1 is most stable and the next is 613.6 kJ/mol up.